{
  "formula": "C14H37NO6",
  "method": "the ωB97M-V functional and the def2-TZVPD basis",
  "symbols": ["C", "O", "C", "C", "N", "C", "C", "O", "C", "H", "H", "H", "H", "H", "H", "H", "H", "H", "H", "H", "H", "H", "H", "H", "C", "C", "C", "O", "H", "H", "H", "H", "H", "H", "H", "H", "C", "C", "C", "O", "H", "H", "H", "H", "H", "H", "H", "H", "O", "C", "C", "O", "H", "H", "H", "H", "H", "H"],
  "xyz": [[-1.500582, 3.606833, 0.704272], [-1.356764, 3.550337, 2.099427], [-1.379454, 2.238989, 2.566227], [-0.071915, 1.510750, 2.940427], [0.617559, 1.026540, 1.760851], [1.735583, 0.159897, 2.154320], [3.044039, 0.856244, 2.645663], [3.538970, 1.676611, 1.652702], [4.571694, 2.528792, 2.078096], [-2.410811, 3.164035, 0.299920], [-0.712565, 3.220087, 0.058086], [-1.881195, 4.594732, 0.444875], [-1.879918, 1.532705, 1.903806], [-2.070962, 2.288818, 3.407318], [-0.359071, 0.598324, 3.463050], [0.529362, 2.154281, 3.582633], [0.858498, 1.729822, 1.077146], [1.988167, -0.418078, 1.265355], [1.535041, -0.600405, 2.909185], [3.725579, 0.075050, 2.982336], [2.854578, 1.511215, 3.496088], [4.468784, 2.798361, 3.129208], [4.448741, 3.453050, 1.513522], [5.553188, 2.093791, 1.889599], [-0.476535, -0.357282, -1.565624], [-1.800958, -1.014899, -1.297362], [-1.968565, -2.405202, -1.992319], [-1.748043, -1.180543, 0.098314], [0.297967, -0.767584, -0.917626], [-0.715856, 0.706102, -1.560490], [-0.156820, -0.442526, -2.604190], [-2.637973, -0.390663, -1.610140], [-3.049982, -2.529646, -2.048403], [-1.480024, -3.223933, -1.464015], [-1.583005, -2.474667, -3.009479], [-1.021541, -0.697602, 0.499010], [1.438463, 3.872964, -2.088857], [2.114213, 2.714580, -1.217397], [3.521263, 2.433003, -1.571063], [2.119094, 3.297798, 0.064704], [1.451143, 3.878878, -3.178769], [1.855908, 4.841680, -1.814179], [0.410377, 3.945010, -1.733961], [1.538548, 1.806562, -1.037928], [4.178374, 3.275093, -1.353865], [3.653789, 2.074823, -2.591971], [3.904490, 1.633972, -0.936396], [2.644292, 2.777194, 0.676859], [-4.578517, -6.490677, -0.236034], [-4.314320, -6.196520, -1.586993], [-3.461409, -7.316793, -2.308123], [-2.192168, -7.532730, -1.606820], [-4.933068, -5.702898, 0.182644], [-5.300048, -6.025177, -2.019536], [-3.728468, -5.290511, -1.741985], [-3.314224, -7.024929, -3.347957], [-4.131544, -8.168449, -2.425228], [-2.381400, -7.375208, -0.678933]],
  "atomic_forces_ev_per_a": [[-1.586, 0.938, -0.974], [0.695, -0.189, -1.168], [-0.655, -1.434, 1.213], [-0.872, 1.014, -0.660], [0.188, -1.279, 0.954], [1.333, 0.676, -1.029], [-1.741, -0.554, 0.593], [0.521, -0.026, -0.798], [0.168, 0.625, -0.197], [-0.348, -1.389, 0.647], [0.539, 0.379, 0.462], [1.352, 0.751, 0.053], [-0.146, 0.238, -0.642], [0.347, -0.234, 0.592], [-0.134, 0.200, 0.425], [0.217, 0.035, 0.231], [0.307, 0.227, 0.197], [0.339, -0.079, -0.130], [-0.834, 0.261, 0.126], [0.417, -0.082, -0.184], [-0.315, -0.194, 0.469], [0.012, -0.156, 0.165], [0.317, 0.029, -0.107], [0.058, -0.027, 0.070], [-0.360, 0.885, -2.299], [1.769, -1.486, -0.280], [-0.451, 0.674, 0.326], [-1.717, -0.779, 1.171], [0.021, 0.501, -0.001], [0.860, 0.335, 1.019], [0.155, -0.496, -0.160], [-0.052, 0.173, 0.153], [0.009, -0.704, 0.022], [-0.198, 0.164, 0.373], [-0.006, 0.545, -0.093], [0.051, 0.346, -0.134], [-0.205, -0.763, 0.926], [-0.551, 2.025, -0.214], [1.219, -1.041, -0.457], [-0.656, 1.389, 0.864], [0.102, -0.806, 0.033], [0.468, -0.222, 0.312], [-0.178, -0.055, -0.279], [-0.356, -0.268, -1.282], [-0.217, 0.302, -0.345], [0.013, 0.226, -0.150], [-0.044, -0.186, 0.103], [0.129, -0.512, 0.082], [0.741, -0.505, 0.521], [0.589, -0.153, -1.250], [-0.917, 0.885, 1.356], [-1.623, 0.119, -1.330], [0.052, 0.022, 0.043], [0.143, -0.260, -0.894], [0.041, 0.345, 0.465], [0.616, 0.397, 0.194], [0.485, -0.769, 0.649], [-0.110, -0.060, 0.247]],
  "nbo_charge": [-0.27, -0.52, -0.07, -0.24, -0.66, -0.24, -0.07, -0.57, -0.26, 0.16, 0.18, 0.20, 0.17, 0.18, 0.19, 0.17, 0.39, 0.20, 0.20, 0.17, 0.16, 0.18, 0.20, 0.18, -0.65, 0.11, -0.64, -0.74, 0.21, 0.22, 0.21, 0.16, 0.20, 0.22, 0.21, 0.49, -0.63, 0.10, -0.64, -0.77, 0.21, 0.22, 0.21, 0.17, 0.21, 0.21, 0.21, 0.49, -0.73, -0.09, -0.08, -0.72, 0.48, 0.16, 0.16, 0.18, 0.16, 0.48],
  "molar_mass_da": 315.45,
  "smiles": "COCCNCCOC.CC(C)O.CC(C)O.OCCO",
  "orbital_gap_ev": 9.7,
  "lumo_energy_ev": 0.727,
  "total_charge": 0,
  "homo_energy_ha": -0.331
}

***

{
  "formula": "C14H38N3O2",
  "method": "the ωB97M-V functional and the def2-TZVPD basis",
  "symbols": ["O", "H", "H", "H", "O", "C", "N", "C", "H", "H", "H", "H", "H", "C", "C", "N", "C", "C", "C", "C", "H", "H", "H", "H", "H", "H", "H", "H", "H", "H", "H", "H", "H", "H", "H", "C", "C", "N", "C", "C", "C", "C", "H", "H", "H", "H", "H", "H", "H", "H", "H", "H", "H", "H", "H", "H", "H"],
  "xyz": [[0.152483, -0.758206, -0.199303], [-0.879362, -0.665605, -0.188633], [0.512242, -1.175213, 0.619546], [0.653887, 0.125147, -0.429505], [1.010286, -1.060846, 2.393147], [1.888421, -1.242409, 3.248053], [2.057564, -0.372463, 4.247258], [2.691697, -2.513292, 3.276607], [1.432903, 0.411904, 4.337644], [2.643465, -0.595259, 5.032402], [3.592298, -2.327255, 3.859780], [2.893478, -2.691873, 2.218892], [2.156858, -3.383848, 3.644707], [0.706540, 1.680864, -3.145092], [2.018626, 1.316653, -2.467375], [1.929209, 1.097708, -1.004421], [3.192291, 0.613237, -0.444925], [3.740347, -0.704722, -1.021663], [1.597398, 2.391197, -0.342326], [1.257919, 2.254126, 1.148759], [0.670767, 1.207020, -4.121972], [0.662717, 2.760903, -3.299582], [-0.136398, 1.380983, -2.521013], [2.183914, 0.287498, -2.801320], [2.871323, 1.967668, -2.675330], [3.978764, 1.365239, -0.318371], [3.005560, 0.299031, 0.588121], [3.101721, -1.538302, -0.722395], [3.822884, -0.730973, -2.106314], [4.718844, -0.861842, -0.570123], [0.733484, 2.750218, -0.902954], [2.392324, 3.140656, -0.414329], [2.121512, 1.945393, 1.746957], [0.468038, 1.549146, 1.398197], [1.088719, 3.235767, 1.597734], [-2.371127, -1.949338, -2.156424], [-2.790395, -0.585771, -1.620638], [-2.534095, -0.426707, -0.174822], [-2.979598, -1.538094, 0.683675], [-4.484963, -1.842634, 0.603617], [-3.036436, 0.837276, 0.370558], [-2.459925, 2.072536, -0.304188], [-1.312518, -2.180081, -2.051331], [-2.504462, -1.869369, -3.239178], [-3.033515, -2.727699, -1.787901], [-2.240206, 0.186615, -2.164447], [-3.830603, -0.340818, -1.864962], [-2.452111, -2.440669, 0.364584], [-2.636976, -1.366915, 1.703328], [-4.786173, -2.484209, 1.434715], [-5.165010, -0.996079, 0.577071], [-4.696023, -2.467738, -0.267387], [-2.736735, 0.908215, 1.417391], [-4.128390, 0.901705, 0.335124], [-1.366495, 1.968624, -0.274871], [-2.742198, 3.025496, 0.134206], [-2.644747, 2.157426, -1.379001]],
  "atomic_forces_ev_per_a": [[0.135, -0.155, -0.196], [-0.774, 0.453, 0.351], [-0.026, 0.360, 0.408], [0.765, -0.334, -0.398], [0.395, 0.219, -0.336], [-1.590, -0.812, 0.128], [0.254, 0.207, 0.291], [0.429, 0.804, -0.580], [-0.016, -0.001, -0.115], [0.077, 0.029, -0.029], [0.176, -0.448, -0.182], [0.462, -0.267, 0.184], [-0.278, 0.224, 0.225], [0.459, 1.046, 0.258], [-0.200, -2.002, 0.429], [-0.240, 1.477, 0.812], [0.262, -1.614, 0.910], [-0.231, 0.387, -0.121], [-0.668, -0.356, 0.451], [0.844, 0.232, 0.367], [-0.203, -0.039, 0.010], [-0.333, -0.047, -0.018], [-0.094, -0.116, -0.184], [0.709, 0.375, -0.393], [-0.106, -0.003, -0.321], [-0.140, 0.310, -0.697], [-0.306, 0.438, 0.092], [-0.036, 0.007, -0.063], [0.240, 0.067, 0.041], [0.055, -0.110, -0.157], [-0.010, 0.338, 0.258], [0.184, -0.165, -0.376], [0.131, -0.324, -0.349], [-0.271, 0.140, -0.161], [-0.617, 0.015, -0.343], [-0.529, 0.650, -0.839], [0.060, 0.122, 0.139], [0.985, 0.071, 0.223], [-0.548, -0.513, -0.565], [0.059, -0.813, 0.080], [-0.100, 0.970, -0.079], [1.078, -0.335, -0.906], [-0.037, -0.056, 0.508], [-0.174, -0.281, 0.025], [0.282, -0.244, -0.020], [0.238, -0.032, 0.244], [-0.192, -0.414, 0.118], [0.027, 0.030, -0.001], [-0.124, 0.362, 0.017], [0.087, 0.203, 0.157], [0.198, 0.199, 0.089], [0.013, 0.258, -0.173], [-0.109, -0.286, 0.071], [-0.045, -0.251, -0.008], [-0.011, 0.323, 0.281], [-0.106, -0.166, 0.312], [-0.491, -0.132, 0.131]],
  "nbo_charge": [-0.89, 0.54, 0.56, 0.54, -0.72, 0.70, -0.78, -0.71, 0.41, 0.41, 0.22, 0.24, 0.26, -0.62, -0.23, -0.47, -0.23, -0.62, -0.23, -0.64, 0.23, 0.22, 0.20, 0.20, 0.20, 0.20, 0.20, 0.20, 0.21, 0.23, 0.20, 0.20, 0.21, 0.21, 0.23, -0.64, -0.23, -0.49, -0.22, -0.65, -0.22, -0.61, 0.22, 0.23, 0.22, 0.20, 0.20, 0.20, 0.21, 0.23, 0.22, 0.21, 0.21, 0.19, 0.19, 0.24, 0.21],
  "molar_mass_da": 280.48,
  "e_above_lowest_kcal_mol": 0.00,
  "orbital_gap_ev": 10.4,
  "lumo_energy_ev": -1.907,
  "total_charge": 1,
  "homo_energy_ha": -0.453
}

***

{
  "formula": "C14H38N5O5",
  "method": "the ωB97M-V functional and the def2-TZVPD basis",
  "symbols": ["O", "H", "H", "H", "O", "C", "N", "C", "H", "H", "H", "H", "H", "O", "C", "N", "C", "H", "H", "H", "H", "H", "O", "C", "N", "C", "H", "H", "H", "H", "H", "O", "C", "N", "C", "H", "H", "H", "H", "H", "C", "C", "N", "C", "C", "C", "C", "H", "H", "H", "H", "H", "H", "H", "H", "H", "H", "H", "H", "H", "H", "H"],
  "xyz": [[-0.293740, 0.446891, -0.740838], [-0.378660, -0.392099, -1.199618], [-0.693670, 0.377721, 0.129142], [0.615890, 0.746421, -0.674058], [-1.117340, -0.951689, -2.786498], [-0.652110, -1.832839, -3.443498], [0.178240, -2.689659, -2.985188], [-1.190370, -2.052379, -4.812138], [0.392130, -2.810509, -2.005528], [0.401760, -3.386659, -3.681128], [-0.483350, -1.641249, -5.532678], [-2.102420, -1.468199, -4.689628], [-1.539070, -3.082459, -4.886008], [-0.475070, -2.504839, -0.357508], [-1.340750, -3.243889, 0.151582], [-1.467940, -3.532529, 1.419122], [-2.395840, -3.859959, -0.836628], [-0.846070, -3.016759, 2.025222], [-2.339970, -3.907109, 1.764592], [-2.291440, -3.285809, -1.757248], [-3.370720, -3.713399, -0.371618], [-2.292060, -4.898289, -1.151578], [-0.742310, 2.789461, 0.883692], [-1.258290, 3.757531, 1.409502], [-2.507270, 3.753221, 1.922612], [-0.420390, 5.052971, 1.523392], [-2.985060, 2.867721, 2.010432], [-3.035770, 4.608651, 2.017572], [0.390250, 5.055391, 0.794722], [-0.146700, 5.338241, 2.539182], [-1.023520, 5.845911, 1.081142], [-1.225680, 0.055941, 1.715422], [-2.410150, 0.173231, 1.890242], [-3.219460, 0.702141, 1.017102], [-3.032250, -0.469569, 3.086262], [-4.182900, 0.741871, 1.317592], [-2.918780, 1.460671, 0.421852], [-2.434020, -0.565009, 3.992412], [-3.332220, -1.509629, 2.958222], [-3.946440, 0.042191, 3.387032], [3.718920, 2.248861, 1.014682], [2.316420, 1.778251, 0.650062], [2.328590, 0.508041, -0.162628], [2.663560, -0.668929, 0.640562], [2.054750, -0.666749, 2.067112], [3.155220, 0.660671, -1.372078], [2.764160, -0.275309, -2.541818], [4.011590, 1.834491, 1.979432], [3.851350, 3.289881, 1.309382], [4.493300, 1.953721, 0.306642], [1.793100, 1.748181, 1.605752], [1.711810, 2.500441, 0.101442], [2.415630, -1.659649, 0.259642], [3.743880, -0.813669, 0.647882], [0.975540, -0.528109, 2.131742], [2.239190, -1.682559, 2.416712], [2.582320, 0.033721, 2.714492], [4.224590, 0.499041, -1.236368], [3.099700, 1.671881, -1.775158], [1.708590, -0.464459, -2.346638], [3.407890, -1.147599, -2.428518], [2.853410, 0.178181, -3.528978]],
  "atomic_forces_ev_per_a": [[0.125, 1.504, -0.988], [-0.689, -1.850, -1.823], [-0.997, -0.040, 2.826], [0.203, 0.203, 0.017], [-0.763, 3.487, 2.877], [-1.481, -0.438, -1.880], [2.894, -2.978, -0.249], [-0.809, 0.476, 0.679], [-0.201, 0.075, -0.009], [0.489, -0.354, 0.659], [-0.426, -0.438, -0.429], [0.043, 0.228, -1.064], [0.591, -0.100, -0.704], [0.121, -0.249, 1.643], [-0.675, -0.470, -4.070], [0.188, 0.447, 1.287], [0.607, 0.872, 0.626], [-0.196, -0.203, 0.393], [0.339, -0.158, 0.077], [-0.342, 0.172, 0.211], [-0.200, -0.114, -0.347], [0.323, -0.118, 0.656], [-0.061, -1.220, -0.283], [1.351, 1.505, 0.258], [-0.051, 0.076, -0.028], [-1.370, 0.092, -0.996], [-0.032, 0.361, -0.132], [0.183, -0.155, 0.285], [0.359, -0.583, 0.540], [0.046, -0.200, -0.150], [-0.354, 0.364, 0.463], [2.983, 0.098, -1.049], [-0.194, -2.085, 1.992], [-2.258, 1.545, -0.882], [-1.160, -0.297, 1.287], [-0.095, 0.110, -0.386], [0.274, -0.289, -0.366], [0.567, 0.611, -0.359], [-0.030, -0.028, -0.766], [-0.065, 0.057, 0.008], [1.447, -0.388, 0.677], [-1.302, 0.859, 0.013], [4.154, 0.461, 1.592], [-1.688, -0.646, 1.423], [0.841, -0.378, -0.444], [-0.408, 0.790, -2.318], [-0.344, -0.148, 1.308], [-0.076, -0.784, -0.070], [-0.717, 0.366, -0.903], [-0.135, 0.368, -0.030], [-0.389, -0.967, -0.352], [0.365, 0.219, -0.455], [-0.696, 0.245, -1.128], [0.486, 0.723, 0.063], [0.061, 0.251, -0.367], [0.100, 0.086, 0.328], [-0.161, -0.113, 0.102], [-0.063, -0.152, 0.980], [-0.376, 0.260, 0.639], [0.013, -0.733, -0.652], [-0.590, -0.322, -0.517], [0.238, 0.089, 0.287]],
  "nbo_charge": [-0.77, 0.57, 0.55, 0.52, -0.70, 0.69, -0.80, -0.72, 0.44, 0.40, 0.25, 0.26, 0.24, -0.75, 0.72, -0.77, -0.72, 0.41, 0.42, 0.24, 0.23, 0.26, -0.70, 0.70, -0.82, -0.72, 0.39, 0.42, 0.23, 0.25, 0.24, -0.67, 0.70, -0.79, -0.74, 0.41, 0.42, 0.26, 0.25, 0.23, -0.64, -0.28, -0.05, -0.30, -0.65, -0.29, -0.60, 0.24, 0.28, 0.23, 0.27, 0.26, 0.29, 0.28, 0.26, 0.25, 0.23, 0.27, 0.25, 0.20, 0.23, 0.26],
  "molar_mass_da": 356.49,
  "orbital_gap_ev": [10.6, 4.7],
  "lumo_energy_ev": [-4.420, -10.305],
  "total_charge": 2,
  "homo_energy_ha": [-0.552, -0.552],
  "spin_multiplicity": 2
}